Model A:
ORCA calculation (ωB97M-V/def2-TZVPD) on a cluster of 2 separate species, C23H24N2O3 in total.

Last columns: bonded neighbours and bond lengths (Å).
Element x y z (Å)
1 C -2.62176 -0.78388 -5.63916  O2 1.408, H21 1.090, H22 1.091, H23 1.091
2 O -1.63414 -0.21966 -4.80981  C1 1.408, C3 1.386
3 C -1.29324 -0.99334 -3.71141  O2 1.386, C4 1.402, C20 1.403
4 C -1.91060 -2.21102 -3.39118  C3 1.402, C5 1.366, H24 1.074
5 C -1.49158 -2.94388 -2.31690  C4 1.366, C6 1.400, H25 1.078
6 C -0.44527 -2.49918 -1.49935  C5 1.400, C7 1.455, C19 1.400
7 C 0.03489 -3.29854 -0.38250  C6 1.455, C8 1.352, H26 1.079
8 C 0.23528 -4.63556 -0.41503  C7 1.352, C9 1.466, C17 1.469
9 C 0.66999 -5.43926 0.73200  C8 1.466, O10 1.212, C11 1.470
10 O 0.85312 -5.04421 1.86306  C9 1.212
11 C 0.83877 -6.81631 0.24581  C9 1.470, C12 1.381, C16 1.390
12 C 1.21551 -7.96597 0.91239  C11 1.381, C13 1.382, H27 1.075
13 C 1.30839 -9.14471 0.19650  C12 1.382, C14 1.389, H28 1.077
14 C 1.04331 -9.17258 -1.16640  C13 1.389, C15 1.379, H29 1.076
15 C 0.66804 -8.02666 -1.83578  C14 1.379, C16 1.378, H30 1.076
16 C 0.55948 -6.85775 -1.11478  C11 1.390, C15 1.378, C17 1.464
17 C 0.16172 -5.52795 -1.57926  C8 1.469, C16 1.464, O18 1.211
18 O -0.15201 -5.25514 -2.71674  C17 1.211
19 C 0.14089 -1.26089 -1.78848  C6 1.400, C20 1.368, H31 1.077
20 C -0.25973 -0.53858 -2.87846  C3 1.403, C19 1.368, H32 1.076
21 H -2.76152 -0.12902 -6.49910  C1 1.090
22 H -2.30170 -1.76587 -5.99217  C1 1.091
23 H -3.56394 -0.85955 -5.09471  C1 1.091
24 H -2.71386 -2.58080 -4.00129  C4 1.074
25 H -1.93594 -3.90181 -2.10043  C5 1.078
26 H 0.27680 -2.78864 0.53693  C7 1.079
27 H 1.42753 -7.91967 1.96565  C12 1.075
28 H 1.59077 -10.05356 0.70112  C13 1.077
29 H 1.12921 -10.09515 -1.71254  C14 1.076
30 H 0.46773 -8.00904 -2.89329  C15 1.076
31 H 0.94793 -0.91191 -1.16581  C19 1.077
32 H 0.24089 0.37592 -3.14418  C20 1.076
33 C 0.09566 -1.68817 3.31371  C34 1.342, H41 1.071, H42 1.070
34 C 0.09722 -0.34642 3.31485  C33 1.342, N35 1.412, N39 1.412
35 N -1.03623 0.49506 3.27010  C34 1.412, C36 1.460, C37 1.478
36 C -2.41936 0.03656 3.17862  N35 1.460, H43 1.088, H44 1.088, H45 1.089
37 C -0.67082 1.92705 3.26881  N35 1.478, C38 1.541, H46 1.095, H47 1.094
38 C 0.86463 1.92542 3.39803  C37 1.541, N39 1.478, H48 1.093, H49 1.095
39 N 1.23114 0.49425 3.36227  C34 1.412, C38 1.478, C40 1.460
40 C 2.61048 0.03528 3.49664  N39 1.460, H50 1.088, H51 1.088, H52 1.089
41 H 1.00972 -2.24451 3.34783  C33 1.071
42 H -0.82083 -2.24050 3.28405  C33 1.070
43 H -2.54906 -0.89243 3.72948  C36 1.088
44 H -3.08903 0.77822 3.60815  C36 1.088
45 H -2.69989 -0.12640 2.13936  C36 1.089
46 H -1.01516 2.38883 2.33783  C37 1.095
47 H -1.16649 2.42792 4.10527  C37 1.094
48 H 1.36064 2.44673 2.57474  C38 1.093
49 H 1.20789 2.36515 4.33993  C38 1.095
50 H 2.75394 -0.89869 2.95784  C40 1.088
51 H 3.29235 0.77260 3.07918  C40 1.088
52 H 2.86238 -0.11864 4.54458  C40 1.089

Output
frontier orbital gap = 6.44 eV
SMILES string = COc1ccc(C=C2C(=O)c3ccccc3C2=O)cc1.C=C1N(C)CCN1C
LUMO energy = -0.023 Eh


Model B:
ORCA calculation (ωB97M-V/def2-TZVPD) on an isolated molecule of C23H24N2O3.

Last columns: bonded neighbours and bond lengths (Å).
Element x y z (Å)
1 C 4.21555 3.24221 1.53418  O2 1.408, H29 1.094, H30 1.089, H31 1.094
2 O 4.63175 1.89720 1.51063  C1 1.408, C3 1.363
3 C 3.92679 1.01856 0.74310  O2 1.363, C4 1.391, C28 1.390
4 C 4.38018 -0.29621 0.73675  C3 1.391, C5 1.383, H32 1.078
5 C 3.73656 -1.25997 -0.01879  C4 1.383, C6 1.385, H33 1.078
6 C 2.62540 -0.93383 -0.77797  C5 1.385, O7 1.375, C9 1.405
7 O 1.92474 -1.80828 -1.57551  C6 1.375, C8 1.405
8 C 2.36844 -3.13967 -1.63749  O7 1.405, H34 1.095, H35 1.089, H36 1.094
9 C 2.15474 0.38975 -0.76010  C6 1.405, N10 1.395, C28 1.386
10 N 1.00193 0.66211 -1.49698  C9 1.395, C11 1.352, H37 1.014
11 C 0.34685 1.83382 -1.65727  N10 1.352, O12 1.214, C13 1.531
12 O 0.75568 2.93006 -1.33424  C11 1.214
13 C -1.02690 1.63036 -2.30172  C11 1.531, N14 1.450, H38 1.102, H39 1.095
14 N -1.65082 0.45050 -1.73560  C13 1.450, C15 1.473, H40 1.015
15 C -1.79996 0.51368 -0.27178  N14 1.473, C16 1.513, C22 1.514, H41 1.098
16 C -3.25779 0.53748 0.13392  C15 1.513, C17 1.390, C21 1.389
17 C -4.05116 -0.59891 0.03052  C16 1.390, C18 1.383, H42 1.079
18 C -5.39404 -0.54927 0.35804  C17 1.383, C19 1.385, H43 1.080
19 C -5.96312 0.63666 0.79063  C18 1.385, C20 1.384, H44 1.080
20 C -5.18069 1.77325 0.89565  C19 1.384, C21 1.384, H45 1.080
21 C -3.83674 1.72289 0.56936  C16 1.389, C20 1.384, H46 1.081
22 C -1.06310 -0.63956 0.37486  C15 1.514, C23 1.388, C27 1.389
23 C -0.41939 -0.45373 1.59062  C22 1.388, C24 1.383, H47 1.081
24 C 0.26232 -1.49541 2.19259  C23 1.383, C25 1.384, H48 1.080
25 C 0.29332 -2.74226 1.59244  C24 1.384, C26 1.384, H49 1.081
26 C -0.34791 -2.93654 0.38152  C25 1.384, C27 1.383, H50 1.081
27 C -1.01066 -1.88819 -0.23049  C22 1.389, C26 1.383, H51 1.080
28 C 2.80727 1.35560 -0.00935  C3 1.390, C9 1.386, H52 1.076
29 H 4.24728 3.69060 0.53666  C1 1.094
30 H 4.92095 3.75652 2.18526  C1 1.089
31 H 3.20508 3.34283 1.94229  C1 1.094
32 H 5.24597 -0.55036 1.32619  C4 1.078
33 H 4.11855 -2.26787 -0.00574  C5 1.078
34 H 3.38437 -3.20558 -2.04077  C8 1.095
35 H 1.68072 -3.64732 -2.31226  C8 1.089
36 H 2.33423 -3.62010 -0.65498  C8 1.094
37 H 0.52447 -0.16734 -1.83094  N10 1.014
38 H -1.60289 2.55830 -2.15797  C13 1.102
39 H -0.89517 1.47365 -3.37695  C13 1.095
40 H -2.54736 0.27219 -2.17564  N14 1.015
41 H -1.34075 1.44429 0.08564  C15 1.098
42 H -3.61279 -1.52855 -0.29937  C17 1.079
43 H -5.99866 -1.44082 0.27669  C18 1.080
44 H -7.01166 0.67390 1.04647  C19 1.080
45 H -5.61649 2.70226 1.23295  C20 1.080
46 H -3.23100 2.61438 0.65412  C21 1.081
47 H -0.44427 0.51739 2.06429  C23 1.081
48 H 0.77249 -1.33348 3.13054  C24 1.080
49 H 0.82010 -3.55799 2.06643  C25 1.081
50 H -0.32799 -3.90750 -0.09258  C26 1.081
51 H -1.47450 -2.03072 -1.19497  C27 1.080
52 H 2.42008 2.35901 -0.03288  C28 1.076

Output
frontier orbital gap = 8.30 eV
SMILES string = COc1ccc(OC)c(NC(=O)CNC(c2ccccc2)c2ccccc2)c1
LUMO energy = 0.027 Eh


Here are the energies relative to the best structure, in kcal/mol: model A 43.1; model B 0.0.


Model A:
ORCA calculation (ωB97M-V/def2-TZVPD) on a cluster of 2 separate species, CH3FO2S in total.

Last columns: bonded neighbours and bond lengths (Å).
Element x y z (Å)
1 C -1.73180 0.03506 -0.04503  H6 1.113, H7 1.072, H8 0.983
2 O 1.97901 -1.17613 -0.70486  S5 1.443
3 O 1.89936 -0.03383 1.48976  S5 1.425
4 F 1.63611 1.33078 -0.71607  S5 1.761
5 S 1.40165 -0.17808 0.16197  O2 1.443, O3 1.425, F4 1.761
6 H -1.39504 -0.66701 0.75045  C1 1.113
7 H -1.54832 1.08415 -0.16822  C1 1.072
8 H -2.24098 -0.39494 -0.76800  C1 0.983

Output
frontier orbital gap (spin up / spin down) = 10.17 / 6.36 eV
LUMO energy (spin up / spin down) = -0.040 / -0.130 Eh


Model B:
ORCA calculation (ωB97M-V/def2-TZVPD) on a cluster of 2 separate species, CH3FO2S in total.

Last columns: bonded neighbours and bond lengths (Å).
Element x y z (Å)
1 C 1.52159 0.35774 -0.36785  F4 1.304, H6 1.166, H7 1.024
2 O -1.30791 -1.63905 0.61633  S5 1.448
3 O -2.03482 0.17927 -0.83769  S5 1.446
4 F 2.14360 -0.43531 0.45957  C1 1.304
5 S -1.20771 -0.23551 0.27306  O2 1.448, O3 1.446, H8 1.376
6 H 1.10205 -0.02846 -1.38452  C1 1.166
7 H 1.50886 1.34720 -0.10404  C1 1.024
8 H -1.72566 0.45412 1.34513  S5 1.376

Output
frontier orbital gap (spin up / spin down) = 7.08 / 9.24 eV
LUMO energy (spin up / spin down) = -0.074 / -0.017 Eh


Model C:
ORCA calculation (ωB97M-V/def2-TZVPD) on an isolated molecule of CH3FO2S.

Last columns: bonded neighbours and bond lengths (Å).
Element x y z (Å)
1 C -0.84305 0.17581 0.28582  S2 1.763, H6 1.042, H7 1.073, H8 1.059
2 S 0.71965 -0.39366 -0.30022  C1 1.763, O3 1.489, O4 1.438, F5 1.675
3 O 0.69600 -0.72653 -1.75122  S2 1.489
4 O 1.54673 -1.05486 0.67344  S2 1.438
5 F 1.29046 1.17416 -0.15368  S2 1.675
6 H -0.74085 0.29936 1.31530  C1 1.042
7 H -1.02163 1.03803 -0.32659  C1 1.073
8 H -1.64731 -0.51231 0.25714  C1 1.059

Output
frontier orbital gap = 12.66 eV
SMILES string = CS(=O)(=O)F
LUMO energy = 0.018 Eh


Here are the energies relative to the best structure, in kcal/mol: model A 78.5; model B 82.3; model C 0.0.


Model A:
ORCA calculation (ωB97M-V/def2-TZVPD) on an isolated molecule of CH3N3O2Si.

Last columns: bonded neighbours and bond lengths (Å).
Element x y z (Å)
1 N -1.27678 1.73336 -2.19625  C2 1.136
2 C -0.76708 0.90514 -1.60842  N1 1.136, Si3 1.861
3 Si 0.10123 -0.36233 -0.55741  C2 1.861, N4 1.700, N5 1.844, H8 1.549
4 N -0.81784 -1.18182 0.61455  Si3 1.700, H9 1.013, H10 0.965
5 N 1.02805 0.57974 0.72837  Si3 1.844, O6 1.215, O7 1.224
6 O 1.83867 1.34130 0.23860  N5 1.215
7 O 0.69531 0.57331 1.90667  N5 1.224
8 H 1.34426 -0.86111 -1.33466  Si3 1.549
9 H -0.40708 -1.26369 1.53657  N4 1.013
10 H -1.73873 -1.46391 0.67198  N4 0.965

Output
frontier orbital gap = 10.55 eV
SMILES string = N#C[Si@H](N)[N+](=O)[O-]
LUMO energy = -0.016 Eh


Model B:
ORCA calculation (ωB97M-V/def2-TZVPD) on a cluster of 3 separate species, CH3N3O2Si in total.

Last columns: bonded neighbours and bond lengths (Å).
Element x y z (Å)
1 C 0.14885 1.98402 0.21118  N2 1.132, Si7 1.849
2 N -0.00218 2.93283 0.81066  C1 1.132
3 N -2.30884 -0.27020 0.23192  H8 1.007, H9 1.022
4 N 2.56188 -2.10042 -0.28702  O6 1.156
5 O 1.83665 -0.27020 -0.67122  Si7 1.526
6 O 2.26708 -2.22089 0.82474  N4 1.156
7 Si 0.56987 0.55368 -0.88260  C1 1.849, O5 1.526, H10 1.459
8 H -2.70097 -1.16265 0.48297  N3 1.007
9 H -1.79630 0.02631 1.06487  N3 1.022
10 H -0.57603 0.52753 -1.78550  Si7 1.459

Output
frontier orbital gap (spin up / spin down) = 5.24 / 10.48 eV
LUMO energy (spin up / spin down) = -0.084 / -0.047 Eh


Here are the energies relative to the best structure, in kcal/mol: model A 0.0; model B 79.0.


Model A:
ORCA calculation (ωB97M-V/def2-TZVPD) on the ion C5H13N2 with charge +2.

Last columns: bonded neighbours and bond lengths (Å).
Element x y z (Å)
1 C 2.45587 0.35949 1.68102  C2 1.557, H8 1.087, H9 1.084, H10 1.088
2 C 0.98288 -0.00753 1.33629  C1 1.557, C3 1.602, H11 1.091, H12 1.092
3 C 0.81736 -0.17289 -0.24872  C2 1.602, C4 1.446, H13 1.089, H14 1.085
4 C -0.56883 0.00968 -0.61907  C3 1.446, C5 1.405, N7 1.516
5 C -1.58521 -0.93105 -0.38027  C4 1.405, N6 1.313, H15 1.077
6 N -2.78532 -1.05597 -0.89692  C5 1.313, H16 1.015, H17 1.008
7 N -0.89259 1.23452 -1.45186  C4 1.516, H18 1.005, H19 1.027, H20 1.020
8 H 2.87346 -0.56110 2.08188  C1 1.087
9 H 2.48344 1.18429 2.38346  C1 1.084
10 H 3.04199 0.60966 0.79946  C1 1.088
11 H 0.75264 -0.97608 1.78320  C2 1.091
12 H 0.21637 0.60432 1.81650  C2 1.092
13 H 1.10418 -1.19656 -0.48361  C3 1.089
14 H 1.56859 0.46664 -0.70081  C3 1.085
15 H -1.21078 -1.78797 0.15301  C5 1.077
16 H -3.22431 -1.97071 -0.85739  N6 1.015
17 H -3.14604 -0.31766 -1.48033  N6 1.008
18 H -1.31158 0.97879 -2.32914  N7 1.005
19 H -1.56896 1.82881 -0.95764  N7 1.027
20 H -0.00314 1.70134 -1.62905  N7 1.020

Output
frontier orbital gap (spin up / spin down) = 10.25 / 7.24 eV
net charge = +2
2S+1 = 2
LUMO energy (spin up / spin down) = -0.309 / -0.437 Eh


Model B:
ORCA calculation (ωB97M-V/def2-TZVPD) on a cluster of 2 separate species, C5H13N2 in total.

Last columns: bonded neighbours and bond lengths (Å).
Element x y z (Å)
1 C 2.24342 -0.88099 -0.61443  N2 1.484, H4 1.090, H5 1.094, H6 1.088
2 N 1.44059 -2.12811 -0.66445  C1 1.484, C3 1.455, H7 1.024
3 C 1.48132 -2.83402 -1.93645  N2 1.455, H8 1.101, H9 1.093, H10 1.090
4 H 3.28003 -1.16893 -0.78891  C1 1.090
5 H 1.93949 -0.15039 -1.36981  C1 1.094
6 H 2.19671 -0.46090 0.38828  C1 1.088
7 H 0.46329 -1.86896 -0.50167  N2 1.024
8 H 0.90015 -2.26553 -2.67942  C3 1.101
9 H 1.05458 -3.83558 -1.84173  C3 1.093
10 H 2.51032 -2.91935 -2.28461  C3 1.090
11 C -0.90046 1.28532 0.52538  C12 1.330, N14 1.427, H15 1.080
12 C 0.29600 1.86508 0.54282  C11 1.330, H16 1.083, H17 1.081
13 C -3.16104 1.44627 1.32740  N14 1.281, H18 1.084, H19 1.082
14 N -1.95654 1.87959 1.27897  C11 1.427, C13 1.281, H20 1.021
15 H -1.15586 0.28875 0.19754  C11 1.080
16 H 0.46443 2.87597 0.89417  C12 1.083
17 H 1.15028 1.30928 0.18308  C12 1.081
18 H -3.89214 2.02959 1.87551  C13 1.084
19 H -3.40171 0.47760 0.91064  C13 1.082
20 H -1.72463 2.75824 1.74448  N14 1.021

Output
frontier orbital gap (spin up / spin down) = 10.07 / 7.02 eV
net charge = +2
2S+1 = 2
LUMO energy (spin up / spin down) = -0.307 / -0.419 Eh


Here are the energies relative to the best structure, in kcal/mol: model A 0.0; model B 14.9.